DFT (wB97M-V/def2-TZVPD) results for one molecule with the formula C16H22N4OS.

The geometry in XYZ format:
```
44
Properties=species:S:1:pos:R:3:forces:R:3
O 3.275402 -0.137541 0.153117 -0.313 1.415 -0.193
N 1.244942 -0.635748 0.813619 -1.767 2.431 0.372
S 0.013933 3.425551 -0.673850 -0.962 0.145 0.114
C 2.141621 0.330299 0.318592 3.391 -2.540 -0.565
C 0.049605 -0.161376 1.030982 0.221 -3.016 0.245
C 1.759838 1.678290 -0.058927 -0.100 0.475 -1.133
C 0.437169 1.935343 0.130383 0.066 1.518 -1.111
C 1.585564 3.626681 -1.417259 -0.641 0.411 0.968
C 2.424870 2.687659 -0.998639 0.977 -3.185 0.364
N -0.440640 1.038856 0.696389 -0.160 0.865 0.013
N -3.135938 -3.918969 1.245986 -0.637 0.456 0.105
N -2.316707 -1.045959 1.168156 1.036 -0.733 -0.993
C -2.861782 -5.345689 1.548604 -0.447 0.818 -1.104
C -0.903504 -1.072183 1.774178 -1.737 1.261 -0.177
C 1.956284 4.775711 -2.293256 1.093 -0.917 -0.691
C 3.785658 2.413524 -1.696768 -0.861 0.732 0.002
C -2.385395 -3.415492 0.062417 -0.335 -1.600 1.875
C -2.941849 -3.068082 2.408774 -1.025 0.518 1.256
C -2.438745 -1.898018 -0.094443 0.023 0.001 0.479
C -3.269413 -1.560729 2.127957 0.062 -1.001 -0.406
C 3.529920 4.660036 -2.577772 -0.878 0.280 -0.604
C 4.051952 3.265494 -2.958627 -0.763 -0.425 0.205
H -1.455500 1.143834 0.769262 0.498 0.168 -0.101
H -3.378231 -5.673643 2.489852 0.124 0.291 -1.137
H -3.207016 -5.892679 0.593886 0.701 0.286 1.807
H -1.777087 -5.443085 1.738939 -0.116 -0.453 -0.264
H -0.937838 -0.597424 2.765448 -0.611 0.091 -0.051
H -0.502072 -2.034172 2.041423 0.443 -0.453 -0.836
H 1.314161 4.745099 -3.196699 0.566 0.234 0.234
H 1.837655 5.735542 -1.792628 -0.290 -0.003 0.004
H 3.867414 1.392514 -1.955696 -0.221 -1.320 -0.007
H 4.586496 2.579541 -1.004157 0.500 0.211 0.536
H -2.763817 -4.032956 -0.785822 0.330 0.985 0.162
H -1.334281 -3.682714 0.214295 0.335 -0.189 -0.149
H -1.908986 -3.218649 2.824546 -0.676 0.336 -0.026
H -3.682567 -3.332817 3.201010 0.651 -0.379 -0.432
H -1.514881 -1.757901 -0.639213 -0.201 0.896 -0.802
H -3.379941 -1.662502 -0.632801 0.767 0.487 0.306
H -4.327278 -1.397299 1.861640 0.341 -0.684 -1.048
H -3.304257 -0.873164 2.938382 0.868 0.009 1.580
H 3.977453 5.029083 -1.675474 0.538 0.030 0.554
H 3.737912 5.379037 -3.337793 0.261 0.629 -0.645
H 5.128412 3.061474 -3.275779 -1.200 1.125 0.593
H 3.461465 2.955221 -3.852234 0.149 -0.205 0.702
```
Forces are in eV/Å.

Calculated values
Kohn-Sham gap = 0.327 hartree
Relative energy (zero: lowest compared OMol25 entry of this formula, charge and spin) = 53.6 kcal per mole
M = 318.45 g/mol
LUMO energy = 0.4463 eV
HOMO = -8.452 eV

These are the natural (NBO) partial charges, in e, on atoms 1 to 2:
1. O -0.598
2. N -0.488

DFT (wB97M-V/def2-TZVPD) results for C16H22N7OPtS2 as an isolated structure.

The geometry in XYZ format:
```
49
Properties=species:S:1:pos:R:3:forces:R:3
Pt -0.378243 0.578273 -0.013133 1.129 -1.003 1.571
C 1.472357 0.271473 5.392867 -0.273 0.313 -0.068
S 2.358257 -0.369127 3.966667 -0.031 0.331 -0.603
C 1.521957 0.362773 2.599167 0.856 0.068 -0.185
S -0.203143 0.593573 2.550267 -1.135 -0.417 -1.644
N 2.278557 0.704273 1.610067 0.940 -0.850 1.308
N 1.778457 1.138073 0.487567 -2.748 0.565 -0.945
C 2.414557 1.939773 -0.297433 -0.319 -0.298 0.129
C 1.760657 2.395473 -1.492133 -0.065 0.669 -0.817
C 2.399357 3.237373 -2.408733 -0.149 -0.497 0.642
C 1.692157 3.694273 -3.507233 -0.383 -0.036 -0.270
C 0.381857 3.274273 -3.685933 0.178 0.145 0.235
C -0.185443 2.424173 -2.739033 -0.037 0.280 -0.407
N 0.476357 2.014673 -1.667633 -0.588 -1.070 -0.012
H 1.907457 -0.210927 6.264567 0.024 -0.109 -0.037
H 0.408657 0.060373 5.346367 -0.122 -0.128 0.067
H 1.646357 1.343673 5.456367 -0.002 -0.038 0.083
H 3.409257 2.295173 -0.044633 0.065 -0.336 0.111
H 3.429657 3.517473 -2.252833 0.094 0.095 0.070
H 2.151557 4.369073 -4.214733 0.061 0.002 -0.057
H -0.203943 3.611073 -4.527233 -0.037 -0.034 -0.087
H -1.202843 2.074873 -2.864633 0.026 -0.063 -0.009
C -3.972343 -2.060627 -1.323833 -0.136 0.238 -0.186
C -2.754343 -1.702427 -0.529633 -0.064 -1.671 0.283
O -2.341343 -0.529527 -0.490533 1.101 2.259 0.098
N -2.177843 -2.710627 0.126667 -0.102 0.092 -0.125
C -1.057343 -2.596627 1.042167 0.229 0.460 0.164
C 0.268657 -2.600927 0.311867 -0.300 -0.539 0.642
C 1.130857 -3.689527 0.401267 -0.256 0.401 -0.238
C 2.297357 -3.685327 -0.344433 0.096 0.038 -0.018
C 2.551257 -2.618927 -1.192333 -0.308 0.129 -0.048
C 1.644957 -1.571327 -1.229333 0.722 -0.063 -0.439
N 0.558557 -1.556227 -0.464133 -0.410 2.059 0.569
H -4.577243 -1.177527 -1.514433 0.037 -0.001 0.016
H -4.577943 -2.805527 -0.812633 0.011 -0.010 0.080
H -3.679543 -2.480827 -2.288333 0.100 0.043 -0.003
H -2.573843 -3.634127 0.005067 -0.070 0.145 -0.034
H -1.096643 -3.441627 1.731067 -0.021 0.177 -0.028
H -1.161143 -1.660327 1.611667 -0.015 -0.447 -0.068
H 0.882757 -4.522127 1.040967 -0.074 -0.062 0.049
H 2.991357 -4.509327 -0.275733 0.078 -0.071 0.006
H 3.432057 -2.590227 -1.812033 0.068 0.011 -0.119
H 1.784857 -0.739727 -1.908033 0.075 0.086 0.128
N -3.089543 1.947873 1.238367 0.297 -0.155 -0.052
N -2.227143 2.206773 0.185567 1.163 -0.660 0.619
H -4.034043 1.671373 1.001467 0.167 0.000 -0.236
H -3.023243 2.573373 2.029867 0.140 0.118 -0.153
H -1.836943 3.151273 0.210167 -0.097 -0.146 -0.055
H -2.676043 2.012673 -0.709333 0.085 -0.019 0.073
```
Forces are in eV/Å.

Calculated values
Charge = +3
Kohn-Sham gap (spin up / spin down) = 0.183 / 0.181 hartree
M = 587.61 g/mol
LUMO energy (spin up / spin down) = -12.3068 / -12.3440 eV
HOMO (spin up / spin down) = -17.298 / -17.280 eV

These are the natural (NBO) partial charges, in e, on atoms 1 to 2:
1. Pt 1.213
2. C -0.757

DFT (wB97M-V/def2-TZVPD) results for C16H23AuN8O4S as an isolated structure.

The geometry in XYZ format:
```
53
Properties=species:S:1:pos:R:3:forces:R:3
Au 0.997960 -0.574963 1.667404 0.257 -0.224 0.087
N -1.537391 -2.638316 0.055641 0.027 0.002 -0.025
C -0.356230 -3.227669 0.702113 -0.156 -0.135 -0.049
C -0.162412 -4.670506 0.249957 0.030 0.144 -0.114
C 0.085003 -4.802307 -1.258781 0.119 0.039 0.197
C 1.488061 -4.393353 -1.739626 -0.306 0.066 0.032
N 1.746498 -2.945207 -1.735707 -0.053 -0.055 0.091
C 1.144251 -2.070172 -2.530615 0.144 -0.076 0.188
N 0.383267 -2.490491 -3.550392 0.004 0.047 -0.049
N 1.353727 -0.771419 -2.366424 -0.126 0.171 -0.261
C -0.425585 -3.107474 2.233693 0.072 -0.175 -0.191
O -0.943905 -4.000920 2.883836 -0.025 0.103 -0.022
O 0.062887 -2.018628 2.731434 -0.096 0.075 0.323
H -1.569700 -1.644675 0.269480 0.016 -0.014 -0.018
H -2.371037 -3.043102 0.472997 0.003 -0.017 -0.014
H 0.489266 -2.626085 0.389470 0.186 0.049 -0.116
H -1.055961 -5.236997 0.516418 -0.003 -0.008 0.052
H 0.658109 -5.106776 0.826007 0.016 -0.070 -0.059
H -0.678786 -4.202894 -1.758116 -0.057 -0.035 -0.074
H -0.065542 -5.841954 -1.559260 0.040 0.009 -0.035
H 1.675889 -4.761625 -2.751338 0.016 -0.022 0.005
H 2.241292 -4.842231 -1.095057 0.063 0.034 -0.018
H 2.247944 -2.557030 -0.949690 0.004 0.034 0.043
H 0.055124 -3.438397 -3.571429 -0.030 -0.026 0.043
H -0.141620 -1.813921 -4.075962 -0.023 -0.024 0.004
H 1.892030 -0.409368 -1.596816 0.043 0.085 0.366
H 0.814334 -0.094746 -2.881117 0.038 0.041 0.091
N 1.721352 6.477166 4.075792 -0.109 0.026 -0.033
C 1.565887 5.465422 3.146771 -0.004 0.016 -0.038
C 0.893829 4.288002 3.490109 0.015 -0.024 0.009
C 0.709854 3.292106 2.552217 -0.027 0.036 -0.047
C 1.196283 3.463073 1.262273 0.089 -0.101 -0.015
C 1.855611 4.627292 0.902976 -0.015 -0.018 -0.024
C 2.030905 5.627928 1.837672 0.009 0.027 0.039
S 1.030093 2.135367 0.127157 0.113 -0.401 0.120
O 1.483611 2.549646 -1.175785 0.082 0.059 -0.119
O -0.314657 1.630210 0.243540 0.038 -0.001 -0.042
N 1.993790 0.889861 0.668520 -0.669 0.658 -0.331
C 3.357486 1.028610 0.644709 0.261 -0.111 -0.130
N 4.052955 -0.118003 0.720437 -0.035 -0.152 0.014
C 5.372647 -0.012653 0.748814 0.009 -0.059 0.007
C 6.036910 1.199234 0.674293 -0.010 0.084 -0.045
C 5.224835 2.312466 0.526624 0.121 -0.046 0.023
N 3.905309 2.243986 0.518702 -0.238 0.020 -0.011
H 1.615474 6.232679 5.044389 0.050 0.004 0.012
H 2.418020 7.175721 3.887425 0.035 -0.019 0.027
H 0.520510 4.160919 4.499163 -0.016 -0.006 -0.008
H 0.183961 2.380210 2.806510 0.021 0.008 0.049
H 2.228027 4.731404 -0.106768 0.036 -0.010 0.023
H 2.541290 6.544202 1.564910 -0.009 -0.001 -0.012
H 5.917264 -0.949141 0.815853 0.041 0.018 0.029
H 7.113465 1.272923 0.704186 -0.003 -0.020 -0.019
H 5.649019 3.304871 0.405973 0.010 -0.006 0.042
```
Forces are in eV/Å.

Calculated values
Kohn-Sham gap = 0.291 hartree
Relative energy (zero: lowest compared OMol25 entry of this formula, charge and spin) = 5.4 kcal per mole
M = 620.45 g/mol
LUMO energy = 0.0017 eV
HOMO = -7.904 eV

These are the natural (NBO) partial charges, in e, on atoms 1 to 2:
1. Au 0.583
2. N -0.852

DFT (wB97M-V/def2-TZVPD) results for a 3-piece molecular cluster, C16H23BINO4 overall.

The geometry in XYZ format:
```
46
Properties=species:S:1:pos:R:3:forces:R:3
C 0.915210 -2.355570 3.793419 -0.227 -0.308 0.617
C -0.258730 -1.348130 4.342305 0.332 0.546 -0.149
C -1.397915 -1.026962 3.208150 -0.647 -1.958 1.289
I -0.559885 0.122193 1.545455 -0.499 -0.325 0.707
B -2.731876 -0.287609 3.890374 0.093 -1.997 -1.420
C -4.113710 -1.179378 3.928314 -4.520 -3.277 0.318
C -5.547282 -0.813466 3.249064 0.862 -3.057 1.965
C -6.767399 -1.846042 3.362960 0.893 0.259 -0.118
N -6.887634 -3.184648 4.003502 6.499 4.760 -0.080
C -5.562138 -3.466117 4.620772 0.625 0.585 -0.194
C -4.196129 -2.629691 4.663848 -2.768 1.618 -2.037
H 0.657621 -2.620669 2.674165 0.818 0.368 2.313
H 1.993966 -1.880881 3.897339 -2.369 -0.879 -0.451
H 0.927186 -3.324194 4.487647 -0.070 1.953 -1.772
H 0.251272 -0.346133 4.666546 -1.154 -1.790 -0.514
H -0.806484 -1.796779 5.273922 1.075 0.732 -1.653
H -1.753013 -2.078282 2.768753 0.896 2.296 0.772
H -2.682269 0.818397 4.286299 -0.043 0.235 0.169
H -5.673481 0.198919 2.660935 0.124 -2.392 1.322
H -7.769692 -1.502867 2.807323 2.455 -0.816 1.398
H -5.516402 -4.532804 5.160503 -0.118 2.637 -1.286
H -3.248599 -3.061510 5.214777 -2.285 0.834 -1.214
O 0.557078 1.835921 -0.890218 1.549 0.034 0.832
C 1.739187 2.075429 -0.707370 -1.576 0.077 -0.260
O 2.359261 2.008703 0.507226 -0.805 -0.233 -0.422
C 3.706927 2.456823 0.370244 0.633 0.129 0.411
C 4.036593 2.285596 -1.089524 0.772 -0.025 -0.451
C 2.707181 2.526638 -1.758830 0.136 -0.414 -0.070
H 3.761216 3.503142 0.688732 -0.033 -0.073 -0.005
H 4.361637 1.857306 1.009427 -0.314 0.088 0.068
H 4.827889 2.956790 -1.433762 -0.088 -0.115 0.104
H 4.361139 1.255016 -1.278169 -0.001 0.169 0.041
H 2.541892 3.587742 -1.965111 -0.120 -0.134 -0.133
H 2.603695 1.933770 -2.670537 -0.230 0.500 0.284
O 3.280074 2.329820 -4.597353 -0.385 -0.795 -2.000
C 2.705011 1.698788 -5.468720 0.802 1.245 1.185
O 2.967054 1.815117 -6.803632 0.247 0.198 0.937
C 2.038015 1.016139 -7.534592 -0.211 -0.157 -0.749
C 1.544060 -0.015999 -6.554990 -0.403 -0.841 -0.120
C 1.587146 0.726301 -5.243297 -0.082 -0.506 0.027
H 1.232577 1.662342 -7.899086 0.078 -0.027 0.030
H 2.540125 0.557871 -8.391619 0.051 0.294 0.143
H 0.554019 -0.406974 -6.804206 0.166 0.065 -0.039
H 2.243003 -0.860633 -6.522017 -0.130 0.121 -0.051
H 0.662797 1.280737 -5.058924 0.116 -0.010 0.167
H 1.809812 0.055837 -4.410044 -0.149 0.387 0.089
```
Forces are in eV/Å.

Calculated values
Kohn-Sham gap = 0.302 hartree
M = 431.08 g/mol
LUMO energy = -0.5893 eV
HOMO = -8.813 eV

These are the natural (NBO) partial charges, in e, on atoms 1 to 2:
1. C -0.640
2. C -0.426

DFT (wB97M-V/def2-TZVPD) results for C16H23BInNO as an isolated structure.

The geometry in XYZ format:
```
43
Properties=species:S:1:pos:R:3:forces:R:3
In -0.844050 -0.254845 0.930967 0.497 0.395 -1.468
C -1.691502 -2.249992 -0.827339 0.823 0.201 -0.097
C -2.145446 -0.886768 -1.055732 0.955 -0.057 -0.195
C -1.215620 -0.290467 -1.995212 0.243 -1.062 0.181
H -3.123735 -0.492612 -0.805825 0.031 -0.044 -0.043
C -0.181734 -1.225253 -2.236070 -1.105 0.202 -0.013
C -0.466775 -2.415364 -1.513640 -0.753 0.068 -0.188
H 0.140496 -3.320239 -1.520206 -0.172 0.284 0.128
H -2.239055 -3.016367 -0.279608 0.306 0.285 0.020
H -1.351551 0.663084 -2.488081 0.192 0.042 0.333
H 0.663143 -1.079811 -2.902429 -0.071 0.113 0.269
C 1.277923 -1.151225 2.260827 0.106 -0.723 -0.390
C 1.700432 -2.254179 1.478769 -0.022 0.404 0.549
C 2.174897 -1.761949 0.238129 0.616 0.331 0.352
H 1.714417 -3.297271 1.805122 -0.281 0.383 -0.194
C 2.117240 -0.364238 0.242072 -0.275 -0.247 0.352
C 1.482156 0.054871 1.475294 -0.014 -0.340 -0.527
H 1.469852 1.073777 1.866389 -0.011 -0.283 -0.198
H 0.936155 -1.173295 3.296396 0.021 -0.045 -0.348
H 2.565556 -2.373579 -0.580332 -0.183 0.248 0.323
H 2.549534 0.304113 -0.501832 -0.505 -0.273 0.215
O -1.321065 1.675994 0.822966 0.876 0.318 0.378
C 1.071928 3.248892 -1.189257 -1.320 0.779 -0.033
C -0.335426 3.619512 -0.876736 0.888 -0.060 -0.157
C 1.288067 2.265680 -2.258373 0.439 -0.660 0.049
C 2.024921 3.423567 -0.080716 0.040 -0.189 0.243
C -1.434642 2.832450 -0.040420 -1.120 -0.810 0.988
H -0.807794 3.780765 -1.858050 -0.451 0.179 0.160
H -0.258134 4.588315 -0.357791 -0.434 0.161 -0.035
H -1.813911 3.555693 0.708499 -0.253 0.162 -0.616
H -2.242000 2.544338 -0.731027 -0.076 0.404 -0.158
H 2.062815 2.516672 -3.015251 0.068 0.051 -0.086
H 0.352873 2.076820 -2.810512 0.312 -0.027 0.074
H 1.621361 1.303117 -1.815806 -0.133 -0.245 -0.621
H 2.754242 4.252004 -0.184740 0.278 0.164 0.047
H 2.631004 2.517951 0.073455 0.221 -0.108 0.355
H 1.449645 3.628314 0.840604 0.446 -0.120 0.029
B -2.136911 -4.240985 2.724491 -0.135 -1.287 0.257
C -2.012098 -2.749747 2.486836 0.296 3.107 -0.536
N -1.917846 -1.592668 2.307101 -0.249 -1.690 0.430
H -1.083082 -4.593828 3.260762 -0.394 -0.013 -0.139
H -2.316336 -4.792955 1.629797 0.042 0.206 0.488
H -3.109944 -4.348293 3.476508 0.259 -0.209 -0.180
```
Forces are in eV/Å.

Calculated values
Charge = -2
Kohn-Sham gap = 0.098 hartree
Relative energy (zero: lowest compared OMol25 entry of this formula, charge and spin) = 0.0 kcal per mole
M = 371.00 g/mol
LUMO energy = 4.7430 eV
HOMO = 2.066 eV

These are the natural (NBO) partial charges, in e, on atoms 1 to 2:
1. In 1.844
2. C -0.330